75
Properties=species:S:1:pos:R:3:forces:R:3 method="wB97M-V/def2-TZVPD" homo_lumo_gap_ev=8.59 e_tot_ha=-1981.25324 charge=+1 e_lumo_ev=-3.465 e_homo_ev=-12.058
C 3.30540 0.84535 0.54675 -0.2598 -0.7359 -0.5150
C 2.74681 0.75034 -0.94811 0.4967 1.5340 1.6422
O 2.03935 -0.48915 -1.14175 1.6668 -0.4504 -0.2581
C 2.85712 -1.36720 -1.92209 -0.2914 0.2336 -1.2633
C 2.27684 -2.82230 -1.98510 0.2633 0.6470 -0.2317
P 2.55721 -3.82292 -0.40344 -1.5071 0.7506 0.1085
C 3.81662 -3.06718 0.73124 -0.3344 0.4778 0.4952
C 4.45142 -4.05964 1.77651 0.7392 0.0103 0.6112
C 6.03894 -4.04706 1.78642 0.5628 0.2868 0.3716
O 6.62764 -3.86005 0.48731 -0.5076 0.5240 0.5398
B 3.18336 -5.56832 -1.02483 1.3271 -2.0582 -0.4905
O 2.38265 -6.71210 -1.02316 0.6942 1.5108 1.0957
O 4.51341 -5.64233 -1.44656 -1.9317 0.5705 -0.0135
C 4.65733 -5.39656 -2.87195 1.1582 0.4267 -0.4369
C 0.93274 -3.94756 0.48913 -1.8183 0.1514 1.8618
C -0.32503 -4.25064 -0.19887 0.3860 0.0560 0.4627
C -1.60148 -4.39438 0.46103 1.9195 0.4087 1.7705
C -1.62744 -4.22677 1.91464 1.5816 0.2613 -1.2129
C -0.40880 -3.88595 2.62256 0.2860 -0.2614 -1.3110
C 0.87377 -3.73817 1.94832 -1.6265 -0.5793 -1.4558
H 3.14232 -0.16415 0.99920 0.1806 0.8292 -0.2095
H 2.72652 1.57672 1.16023 0.6385 -0.5071 -0.5555
H 4.40143 1.05466 0.56797 -0.9208 0.0599 0.0692
H 2.05937 1.63447 -1.05836 0.4311 -1.1423 -0.2842
H 3.59981 0.90424 -1.65383 -0.8414 -0.4229 0.2629
H 3.93926 -1.32196 -1.61880 -0.9573 -0.2714 -0.0056
H 2.83096 -0.96834 -2.98229 0.1468 -0.5416 0.8961
H 2.76107 -3.32412 -2.86977 -0.3117 0.3045 1.0665
H 1.18086 -2.77709 -2.23748 0.9796 -0.0720 0.5839
H 4.56114 -2.52386 0.09675 -0.4770 -0.7545 0.5052
H 3.27365 -2.27583 1.32161 0.3734 -0.6759 -0.8745
H 4.11060 -5.12183 1.69500 0.0994 0.8589 -0.2400
H 4.14680 -3.71812 2.80690 0.1568 -0.4560 -1.0212
H 6.46178 -4.99685 2.21738 -0.7019 0.7955 -0.5250
H 6.44502 -3.22537 2.44547 -0.7563 -0.7517 -0.4383
H 6.79186 -2.90281 0.42510 0.1473 -0.6598 -0.2054
H 2.67205 -7.25994 -0.26300 -0.3243 -0.1978 -0.7387
H 4.86393 -4.29825 -3.01076 -0.2899 -1.0267 -0.0513
H 3.76579 -5.71517 -3.46832 0.7300 0.1384 0.5100
H 5.57863 -5.94598 -3.20414 -1.0821 0.4239 0.2501
H -0.27488 -4.38032 -1.30608 -0.1827 0.0341 1.0089
H -2.53106 -4.65486 -0.08919 0.9733 0.2990 0.3804
H -2.57898 -4.34871 2.47759 0.9069 0.1352 -0.5225
H -0.43999 -3.75441 3.72653 -0.0004 -0.0833 -1.0206
H 1.78613 -3.47545 2.53028 -0.9374 -0.2928 -0.5009
C -4.72073 3.73261 -1.95371 0.0125 -0.3906 0.0754
C -3.39503 4.42622 -2.18834 -0.6120 0.2984 -0.2234
O -2.32202 3.73619 -1.52719 0.3558 -0.1660 -0.0710
C -1.88774 2.62916 -2.13497 -0.3171 0.2368 0.1761
O -2.30241 2.17589 -3.17024 0.2057 -0.0030 0.1195
O -0.91758 2.09282 -1.37754 -0.0594 0.0839 -0.1744
C -0.42442 0.84617 -1.86851 0.0547 -0.1665 0.1061
H -4.89798 3.59772 -0.88452 -0.0367 0.2218 -0.0231
H -5.54010 4.31347 -2.37862 0.0602 0.0395 0.0598
H -4.73443 2.73975 -2.40680 0.0415 0.1059 -0.1101
H -3.42902 5.42840 -1.75961 0.2404 -0.1428 0.1601
H -3.18095 4.53770 -3.25332 0.1020 -0.2050 0.0793
H -0.11030 0.92659 -2.91091 -0.1718 0.0071 0.0101
H -1.18829 0.07394 -1.75681 -0.0241 0.0484 -0.1857
H 0.43732 0.56922 -1.27037 -0.6691 0.2790 -0.0401
C -7.86774 7.61665 2.26778 0.0031 -0.3305 0.0435
C -6.53681 8.30120 2.02927 -0.5450 0.2470 -0.1907
O -5.46850 7.60356 2.68480 0.2983 -0.1345 -0.1195
C -5.04529 6.49340 2.07384 -0.1716 0.1238 0.2619
O -5.46973 6.04476 1.03887 0.1552 0.0257 0.0320
O -4.07952 5.94902 2.82502 -0.0727 0.0962 -0.1474
C -3.59886 4.69897 2.33157 0.2071 -0.2927 -0.0681
H -8.04286 7.48124 3.33717 -0.0088 0.1651 -0.0272
H -8.68423 8.20422 1.84558 0.0567 0.0256 0.0327
H -7.88890 6.62492 1.81332 0.0274 0.1020 -0.0865
H -6.56099 9.30309 2.45904 0.2565 -0.1366 0.1376
H -6.32581 8.41183 0.96352 0.0775 -0.1944 0.0739
H -3.28713 4.77677 1.28927 -0.1481 -0.0079 0.0334
H -4.36732 3.93282 2.44529 0.0004 0.0524 -0.1469
H -2.73453 4.41762 2.93107 -0.1035 0.2248 0.1022